A gas-phase ion, C4H8NO2S (charge -1), computed with wB97M-V/def2-TZVPD.

Computed properties:
E: -760.68249 hartree
net charge: -1
orbital gap: 0.254 hartree
HOMO: -0.14500 Ha
F_max: 2.0 eV/Å
relative energy (zero: lowest compared OMol25 entry of this formula, charge and spin): 19.1 kcal/mol

Positions of all 16 atoms, in Å:
O1 -0.9002 0.8288 -2.4264
C1 -1.4534 1.1105 -1.3521
O2 -2.4260 1.8413 -1.1094
C2 -0.8154 0.4457 -0.0462
C3 0.4294 -0.3347 -0.3588
C4 0.7109 -1.3818 0.7448
S1 1.8105 -2.7034 0.2225
N1 -0.6204 1.5556 0.9177
H1 -1.6405 -0.1179 0.3976
H2 1.3377 0.2789 -0.3999
H3 0.4503 -0.7133 -1.3829
H4 0.9767 -0.8206 1.6525
H5 -0.1355 -1.9124 1.1920
H6 2.9320 -2.0810 -0.0858
H7 0.2037 1.5475 1.5110
H8 -0.8599 2.4566 0.5232

2 unconnected molecules or ions with the total composition C4H8NO3, computed with wB97M-V/def2-TZVPD.

Computed properties:
E: -437.74692 hartree
net charge: -1
orbital gap: 0.312 hartree
HOMO: -0.16581 Ha
F_max: 4.0 eV/Å
relative energy (zero: lowest compared OMol25 entry of this formula, charge and spin): 36.8 kcal/mol

Positions of all 16 atoms, in Å:
C1 -3.0198 -0.1425 -0.6258
C2 -1.6145 0.5039 -0.3095
O1 -0.8154 0.2820 -1.1921
O2 -1.5049 1.1203 0.7260
H1 -3.1584 -1.1454 -0.4688
H2 -3.2739 0.1003 -1.7630
H3 -3.7387 0.0827 0.1142
C3 2.0900 -0.1024 -0.7429
C4 2.3905 -0.1646 0.7085
O3 3.4717 -0.0991 1.2777
N1 1.2808 -0.1830 1.5413
H4 1.5376 -0.0159 2.6200
H5 0.3407 0.1343 1.3245
H6 1.8588 -1.1908 -0.9715
H7 2.8797 0.3729 -1.2867
H8 1.2758 0.4471 -0.9518

2 unconnected molecules or ions with the total composition C4H8NO3, computed with wB97M-V/def2-TZVPD.

Computed properties:
E: -437.77547 hartree
net charge: -1
orbital gap: 0.280 hartree
HOMO: -0.15533 Ha
F_max: 2.0 eV/Å
relative energy (zero: lowest compared OMol25 entry of this formula, charge and spin): 18.8 kcal/mol

Positions of all 16 atoms, in Å:
C1 0.6822 -2.7666 1.0850
C2 0.9988 -1.6761 2.1734
O1 0.4493 -0.5631 1.9626
O2 1.7109 -2.0684 3.1060
H1 0.3512 -3.6325 1.5982
H2 1.5729 -3.1912 0.5543
H3 0.0264 -2.3322 0.3341
C3 -0.8446 2.4435 -2.1315
C4 -0.3121 1.3136 -1.1919
O3 0.3767 0.4450 -1.7142
N1 -0.7035 1.2265 0.0974
H4 -0.2533 0.5598 0.7789
H5 -1.2624 2.0203 0.3509
H6 -0.3992 3.4173 -1.9313
H7 -1.8851 2.6236 -1.9549
H8 -0.5083 2.1805 -3.1170

- The lowest HOMO belongs to which entry?
  number 2

- Look up the F_max of the first one.
  2.0 eV/Å